[1]
The following is a quantum chemistry calculation of one molecule with the formula C5H9N3O in a non-equilibrium geometry, from OMol25.

Bonds (Å) are listed after each position.
Cartesian coordinates (Å):
1 C 2.092 2.159 -0.085  N2 1.431, H10 1.096, H11 1.086, H12 1.115
2 N 1.140 1.093 -0.150  C1 1.431, C3 1.260
3 C 0.036 1.180 0.451  N2 1.260, C4 1.478, H13 1.094
4 C -0.928 0.067 0.328  C3 1.478, C5 1.596, C8 1.548, H14 1.085
5 C -1.100 -0.190 -1.238  C4 1.596, O6 1.195, N7 1.352
6 O -1.572 0.424 -2.148  C5 1.195
7 N -0.641 -1.455 -1.106  C5 1.352, C8 1.476, H15 1.012
8 C -0.367 -1.375 0.342  C4 1.548, N7 1.476, N9 1.428, H16 1.089
9 N -1.079 -2.281 1.186  C8 1.428, H17 1.012, H18 1.018
10 H 2.957 1.813 0.492  C1 1.096
11 H 1.702 3.067 0.365  C1 1.086
12 H 2.446 2.362 -1.122  C1 1.115
13 H -0.315 2.110 0.909  C3 1.094
14 H -1.842 0.206 0.895  C4 1.085
15 H -0.539 -2.192 -1.793  N7 1.012
16 H 0.698 -1.420 0.566  C8 1.089
17 H -2.045 -2.365 0.898  N9 1.012
18 H -0.646 -3.202 1.210  N9 1.018

Computed properties:
E_tot (eV): -11847.89310



[2]
The following is a quantum chemistry calculation of one molecule with the formula C5H9N3S in a non-equilibrium geometry, from OMol25.

Bonds (Å) are listed after each position.
Cartesian coordinates (Å):
1 C 2.049 0.527 -0.678  C2 1.528, H10 1.088, H11 1.087, H12 1.089
2 C 0.859 0.417 0.275  C1 1.528, N3 1.441, H13 1.098, H14 1.091
3 N -0.120 -0.465 -0.310  C2 1.441, N4 1.383, C5 1.625
4 N -0.019 -1.797 0.046  N3 1.383, H15 1.014, H16 1.022
5 C -1.643 0.101 -0.322  N3 1.625, N6 1.280, S9 1.737
6 N -1.911 1.339 -0.140  C5 1.280, C7 1.357
7 C -3.248 1.513 0.024  N6 1.357, C8 1.357, H17 1.075
8 C -3.992 0.379 -0.017  C7 1.357, S9 1.730, H18 1.072
9 S -2.984 -1.001 -0.288  C5 1.737, C8 1.730
10 H 2.830 1.145 -0.241  C1 1.088
11 H 2.452 -0.461 -0.885  C1 1.087
12 H 1.728 0.974 -1.617  C1 1.089
13 H 1.186 0.015 1.243  C2 1.098
14 H 0.403 1.396 0.425  C2 1.091
15 H -0.339 -2.390 -0.712  N4 1.014
16 H -0.523 -2.039 0.902  N4 1.022
17 H -3.622 2.506 0.200  C7 1.075
18 H -5.051 0.261 0.108  C8 1.072

Computed properties:
E_tot (eV): -20634.81936



[3]
The following is a quantum chemistry calculation of a 2-piece molecular cluster, C5H9NO overall in a non-equilibrium geometry, from OMol25.

Bonds (Å) are listed after each position.
Cartesian coordinates (Å):
1 O 2.342 -1.125 0.199  N2 1.208
2 N 1.419 -1.236 -0.572  O1 1.208, C3 1.427
3 C 0.346 -0.341 -0.283  N2 1.427, C4 1.521, C6 1.510, C7 1.529
4 C 0.342 1.002 0.431  C3 1.521, C5 1.557, H8 1.092, H9 1.095
5 C -0.785 1.436 -0.551  C4 1.557, C6 1.531, H10 1.088, H11 1.094
6 C -0.757 0.065 -1.231  C3 1.510, C5 1.531, C7 1.476, H12 1.081
7 C -1.039 -0.988 -0.235  C3 1.529, C6 1.476, H13 1.093, H14 1.086
8 H 0.068 0.943 1.487  C4 1.092
9 H 1.256 1.596 0.333  C4 1.095
10 H -0.452 2.222 -1.224  C5 1.088
11 H -1.735 1.710 -0.081  C5 1.094
12 H -0.794 -0.158 -2.288  C6 1.081
13 H -1.736 -0.776 0.579  C7 1.093
14 H -1.093 -2.003 -0.619  C7 1.086
15 H 1.068 -1.176 1.938  H16 0.737
16 H 1.630 -1.116 2.411  H15 0.737

Computed properties:
E_tot (eV): -8863.57207



What HOMO values result from the calculations? In sequence: -9.272; -8.447; -8.920 eV.
What HOMO-LUMO gap values result from the calculations? In sequence: 10.1; 9.1; 9.2 eV.